This record from OMol25 describes C30H75F6MnN5O10PSr as an isolated structure in a non-equilibrium geometry. The level of theory is wB97M-V/def2-TZVPD.

Positions of all 129 atoms, in Å:
Sr: 1.04215 -11.73111 20.70254
Mn: -2.44508 -18.22902 24.66287
P: -0.56068 -15.17268 22.88574
F: -1.24377 -15.51762 21.45650
F: -1.81062 -14.21989 23.29731
F: -1.34966 -16.42774 23.59240
F: 0.20467 -14.84686 24.24348
F: 0.65260 -16.16850 22.46259
F: 0.09804 -13.80739 22.21969
C: 10.16601 -15.91685 26.89563
O: 8.87123 -15.65404 26.37968
C: 7.86045 -15.37996 27.36890
C: 6.64856 -14.71368 26.72996
N: 5.80949 -15.69720 26.05756
C: 4.41122 -15.33194 25.91496
C: 3.61565 -16.27599 25.02064
O: 4.04141 -16.21293 23.69263
C: 3.64862 -17.31042 22.88432
H: 10.49346 -15.13595 27.58855
H: 10.87283 -15.86836 26.07091
H: 10.12903 -16.89821 27.37153
H: 8.32564 -14.75691 28.13294
H: 7.55149 -16.41193 27.56172
H: 7.07345 -14.02601 25.98466
H: 5.94598 -14.22728 27.40457
H: 6.20503 -16.27086 25.33306
H: 4.34503 -14.28231 25.59919
H: 3.95499 -15.39621 26.91005
H: 2.61013 -15.81483 25.05894
H: 3.41842 -17.22528 25.53026
H: 3.82899 -17.09693 21.82578
H: 2.59321 -17.58228 22.78016
H: 4.31458 -18.12610 23.16948
C: -2.81350 -11.23751 21.58846
O: -1.45872 -11.18060 22.02530
C: -1.37584 -10.45825 23.23822
C: -0.02200 -10.69420 23.90824
N: 1.00566 -10.20302 22.99299
C: 2.31007 -10.30327 23.67418
C: 2.82328 -11.72630 23.88581
O: 2.49947 -12.63110 22.81053
C: 3.32798 -13.81367 22.97139
H: -3.26846 -10.24407 21.61528
H: -3.35405 -11.91352 22.25583
H: -2.79207 -11.62388 20.57006
H: -2.05870 -10.83394 24.00772
H: -1.52880 -9.38084 23.10783
H: 0.04278 -11.78199 23.97995
H: 0.01629 -10.01623 24.76676
H: 0.73219 -9.22213 22.96669
H: 2.33987 -9.70851 24.59786
H: 2.97132 -9.61550 23.13223
H: 2.30066 -12.17148 24.73732
H: 3.89586 -11.70562 24.08132
H: 3.22163 -14.14699 23.99941
H: 4.34206 -13.62430 22.61573
H: 2.95885 -14.55819 22.26882
C: 2.66913 -20.51387 21.77944
O: 1.73418 -20.07178 22.76858
C: 0.64066 -20.96359 22.76934
C: -0.44476 -20.42709 23.70595
N: -0.97312 -19.09111 23.25359
C: -1.76785 -19.27154 22.02670
C: -3.16989 -19.94750 22.24576
O: -3.73096 -19.37920 23.45014
C: -5.09659 -19.78539 23.54836
H: 2.90650 -21.56301 21.98511
H: 3.49817 -19.81722 21.75003
H: 2.26274 -20.64177 20.76844
H: 0.98861 -21.87508 23.26771
H: 0.12626 -21.22071 21.84080
H: -0.04644 -20.50626 24.71986
H: -1.28231 -21.12967 23.73846
H: -0.10546 -18.77798 22.80453
H: -1.29147 -19.81143 21.20511
H: -1.94774 -18.29867 21.56299
H: -3.06808 -21.01683 22.43933
H: -3.79249 -19.82228 21.36063
H: -5.49139 -19.60284 24.55004
H: -5.36942 -20.80799 23.29293
H: -5.64984 -19.06987 22.93229
C: 2.31318 -14.86758 19.66223
O: 2.58488 -13.48487 19.92468
C: 3.94944 -13.15404 19.58548
C: 4.21716 -11.71384 20.07957
N: 3.16823 -10.86869 19.51693
C: 3.22835 -9.49576 20.08132
C: 1.96288 -8.72098 19.64999
O: 0.82412 -9.38921 20.14659
C: -0.37251 -8.59463 20.17528
H: 2.31882 -15.11054 18.59662
H: 1.33421 -15.17781 20.02427
H: 3.09439 -15.46287 20.13716
H: 4.03899 -13.16779 18.49552
H: 4.63469 -13.90087 19.98716
H: 5.22116 -11.36527 19.82175
H: 4.15308 -11.62288 21.16537
H: 3.11060 -10.86494 18.50488
H: 4.09487 -8.95680 19.68989
H: 3.30536 -9.54129 21.16648
H: 2.14498 -8.61765 18.57549
H: 2.11574 -7.73203 20.08937
H: -0.28289 -7.62577 20.67107
H: -1.19903 -9.14072 20.61740
H: -0.63236 -8.33275 19.14720
C: 0.65012 -17.96568 25.82794
O: -0.78597 -17.79674 25.95643
C: -1.10499 -17.04939 27.14068
C: -2.64034 -17.10541 27.30336
N: -3.50224 -17.07502 26.07188
C: -3.59286 -15.68958 25.51335
C: -4.46176 -15.69858 24.25508
O: -4.05020 -16.75766 23.36605
C: -4.31093 -16.39061 22.01287
H: 0.95524 -18.82831 26.42248
H: 1.19537 -17.12349 26.24782
H: 0.87162 -18.11971 24.77707
H: -0.66588 -16.05275 27.16576
H: -0.75914 -17.59390 28.02199
H: -2.95517 -16.26742 27.93257
H: -2.86916 -17.99229 27.89310
H: -4.42657 -17.29017 26.43770
H: -2.53862 -15.42584 25.45862
H: -4.12420 -15.08159 26.25058
H: -4.44836 -14.71274 23.79244
H: -5.49392 -15.97486 24.48912
H: -3.89595 -17.13086 21.33614
H: -3.79204 -15.45748 21.77409
H: -5.35990 -16.12004 21.87118

Cartesian forces (eV/Å) of the 2 atoms listed first:
-0.7 -0.7 1.6
0.3 0.5 -1.2

## Properties
LUMO level (alpha / beta), eV: -6.236 / -6.568
Multiplicity: 6
Charge: +3
<S²>: 8.753
Orbital gap (alpha / beta), Ha: 0.2547 / 0.2425